Entry 1:
Molecular formula: C31H43MnN3OS2Se4Te
Method: DFT, the ωB97M-V functional and the def2-TZVPD basis

Results
**Gap between HOMO and LUMO (alpha / beta)**: 0.2297 / 0.2303 Ha
**Total energy**: -13267.779995 a.u.
**Charge**: 0
**Lowest unoccupied orbital energy (alpha / beta)**: 0.116 / 0.114 eV
**Relative energy (zero: lowest compared OMol25 entry of this formula, charge and spin)**: 5.0 kcal/mol
**2S+1**: 6

Last column: Löwdin charge in e.
CARTESIAN COORDINATES (ANGSTROEM)
Mn: -0.394129 -2.439066 -0.177537  0.197
Se: 1.310280 -1.741636 -1.935725  -0.057
Se: 3.467927 -2.568902 -1.427990  -0.168
Te: 2.908735 -4.035475 0.671498  0.243
Se: 1.032650 -2.883880 1.835397  -0.122
C: 3.444276 4.245896 -2.113003  -0.119
C: 4.170136 3.639302 -0.918283  -0.260
C: 4.761319 2.261949 -1.217420  -0.180
C: 3.717643 1.151158 -1.287972  -0.185
N: 3.161628 0.845935 0.022812  -0.014
C: 1.915720 1.140804 0.460296  -0.660
Se: 0.643397 2.016823 -0.541020  0.721
N: 1.806612 0.696475 1.733598  -0.010
C: 0.585178 0.723170 2.528917  -0.166
C: 0.205459 2.120323 3.017342  -0.206
C: 1.331983 2.870620 3.723044  -0.250
C: 1.694991 2.289312 5.084557  -0.099
C: 2.986918 0.055941 2.100193  -0.182
C: 3.371379 -0.602509 3.258901  -0.051
C: 4.645012 -1.142083 3.285807  -0.086
C: 5.507375 -1.038183 2.190593  -0.088
C: 5.122323 -0.388929 1.032017  -0.035
C: 3.848430 0.161260 1.013380  -0.172
H: 3.056565 5.237579 -1.876179  0.070
H: 2.594515 3.630392 -2.411163  0.034
H: 4.117399 4.343165 -2.968365  0.072
H: 3.476787 3.560109 -0.075329  0.089
H: 4.973412 4.308808 -0.600874  0.104
H: 5.501962 2.005474 -0.455773  0.102
H: 5.287988 2.287296 -2.176130  0.117
H: 4.137347 0.223226 -1.679080  0.071
H: 2.878685 1.424425 -1.925685  0.068
H: 0.751081 0.047783 3.366974  0.106
H: -0.218918 0.291992 1.929386  0.096
H: -0.642913 2.002274 3.699882  0.115
H: -0.137925 2.701251 2.161464  0.057
H: 1.028813 3.913191 3.845032  0.106
H: 2.214939 2.883038 3.077329  0.104
H: 0.822101 2.260601 5.741011  0.075
H: 2.463155 2.885364 5.578622  0.072
H: 2.082867 1.273387 5.001264  0.048
H: 2.702250 -0.720710 4.099094  0.100
H: 4.970933 -1.678348 4.166782  0.105
H: 6.487365 -1.492918 2.243344  0.104
H: 5.772617 -0.337348 0.170046  0.112
N: -1.558536 -0.721875 -0.598223  -0.430
S: -3.046199 -0.359099 -0.971791  1.027
C: -3.709038 0.649155 0.349038  -0.393
C: -4.752411 0.134508 1.099639  -0.086
C: -5.239418 0.867249 2.175003  -0.075
C: -4.673667 2.093566 2.486251  -0.071
C: -3.614001 2.593440 1.734694  -0.062
C: -3.124999 1.872384 0.660053  -0.071
C: -2.982291 0.867526 -2.276095  -0.389
C: -4.141482 1.547290 -2.629169  -0.084
C: -4.095058 2.460054 -3.668429  -0.075
C: -2.901546 2.680905 -4.347885  -0.073
C: -1.758075 1.983136 -3.993804  -0.057
C: -1.792280 1.059820 -2.955725  -0.097
H: -0.974149 0.115505 -0.461847  -0.098
H: -5.176793 -0.830299 0.849763  0.106
H: -6.056833 0.478196 2.767156  0.106
H: -5.055526 2.665750 3.321590  0.106
H: -3.168743 3.546099 1.989060  0.112
H: -2.290774 2.245893 0.075144  0.077
H: -5.064780 1.379803 -2.087180  0.114
H: -4.988217 3.003409 -3.946780  0.106
H: -2.867718 3.399837 -5.155739  0.106
H: -0.827736 2.151253 -4.519667  0.114
H: -0.902355 0.508633 -2.678257  0.058
C: -4.738618 -5.073913 -2.646062  -0.134
C: -3.815362 -5.262658 -1.453618  -0.382
S: -2.461759 -4.069083 -1.475874  0.904
O: -1.961934 -4.018624 -0.042158  -0.603
C: -1.212239 -5.010813 -2.391907  -0.379
C: -0.579919 -6.127163 -1.578555  -0.114
H: -5.581469 -5.760135 -2.573381  0.079
H: -4.228307 -5.277514 -3.588353  0.072
H: -5.128536 -4.056824 -2.686312  0.073
H: -3.387122 -6.264069 -1.413092  0.088
H: -4.315185 -5.064625 -0.505207  0.095
H: -0.465785 -4.266922 -2.685253  0.043
H: -1.719403 -5.357800 -3.296189  0.091
H: -0.354725 -5.785581 -0.567947  0.065
H: 0.360416 -6.413134 -2.047514  0.086
H: -1.213676 -7.011588 -1.516396  0.071

Forces on atoms 1 to 2 (eV/Å):
0.3 0.0 0.4
0.1 -0.2 -0.3

=====

Entry 2:
Molecular formula: C31H43N6O8P2Se2V
Method: DFT, the ωB97M-V functional and the def2-TZVPD basis

Results
**Gap between HOMO and LUMO (alpha / beta)**: 0.2533 / 0.2502 Ha
**Total energy**: -8566.815973 a.u.
**Charge**: +2
**Lowest unoccupied orbital energy (alpha / beta)**: -7.193 / -7.274 eV

Last column: Löwdin charge in e.
CARTESIAN COORDINATES (ANGSTROEM)
V: 0.339645 0.190645 -0.154912  0.589
Se: 1.095398 2.662490 -0.522717  0.587
P: -0.933201 3.386283 -0.160499  0.349
Se: -1.776831 1.447512 0.427501  0.674
C: -1.721889 4.073341 -1.611018  -0.415
C: -1.363083 5.369382 -1.990119  -0.082
C: -1.924874 5.925507 -3.124869  -0.047
C: -2.845178 5.197689 -3.871890  -0.041
C: -3.200648 3.911638 -3.491455  -0.049
C: -2.635514 3.339594 -2.361400  -0.088
C: -1.015707 4.610908 1.149069  -0.407
C: -2.177926 5.374372 1.265778  -0.070
C: -2.307550 6.263524 2.320377  -0.044
C: -1.281888 6.397193 3.246726  -0.043
C: -0.121892 5.642309 3.123706  -0.061
C: 0.012360 4.742291 2.079309  -0.112
H: -0.658207 5.942859 -1.399050  0.119
H: -1.651895 6.928241 -3.425285  0.119
H: -3.288122 5.639771 -4.754529  0.119
H: -3.921907 3.351747 -4.071723  0.118
H: -2.906904 2.332582 -2.068899  0.077
H: -2.972215 5.283505 0.534909  0.119
H: -3.205846 6.859046 2.413380  0.120
H: -1.383718 7.099671 4.063530  0.119
H: 0.683684 5.768757 3.835537  0.113
H: 0.919405 4.160208 1.967254  0.067
C: 0.900370 1.502256 4.513551  -0.007
N: 2.106419 1.220653 3.736760  -0.123
C: 3.378575 1.179478 4.458774  -0.015
C: 1.975207 0.891634 2.444760  -0.400
N: 0.852593 0.628941 1.860990  0.021
N: 3.151381 0.879998 1.698062  0.186
C: 3.317245 0.289604 0.480788  -0.464
N: 4.577126 0.094565 0.086181  0.232
N: 2.290819 -0.070773 -0.246484  0.019
H: 1.187705 2.037809 5.413808  0.104
H: 0.384836 0.584332 4.807449  0.109
H: 0.222706 2.137662 3.942166  0.092
H: 3.187944 0.857924 5.479535  0.104
H: 3.859084 2.159637 4.491921  0.106
H: 4.055176 0.445201 4.024382  0.092
H: 0.076690 0.517466 2.499949  0.062
H: 3.961221 1.306040 2.117622  0.151
H: 5.363387 0.246606 0.694963  0.135
H: 4.775184 -0.208671 -0.853180  0.141
H: 2.522198 -0.659992 -1.042716  0.111
O: -2.029113 -0.940022 -2.075701  0.154
C: -0.997523 -0.645590 -2.576290  -0.431
O: -0.073208 0.125035 -1.831234  -0.274
C: -0.488533 -0.959516 -3.920238  -0.126
C: -1.153103 -1.953737 -4.634629  0.033
C: -0.712870 -2.299989 -5.899150  0.038
C: 0.379778 -1.629903 -6.416943  -0.111
C: 1.043871 -0.628140 -5.733160  0.028
C: 0.604994 -0.292842 -4.465664  0.013
N: 0.865540 -2.000498 -7.768791  -0.347
O: 1.850570 -1.424344 -8.173807  0.100
O: 0.250393 -2.857961 -8.357545  0.109
H: -2.004663 -2.450977 -4.191027  0.133
H: -1.195604 -3.069021 -6.483842  0.132
H: 1.880570 -0.130527 -6.200454  0.127
H: 1.094401 0.496311 -3.912333  0.120
C: -2.269198 -3.649068 2.231894  -0.016
C: -2.501041 -3.744347 0.735540  -0.563
C: -2.905622 -5.142338 0.314680  -0.010
C: -3.477104 -2.698813 0.235657  -0.016
O: -1.205445 -3.522781 0.015512  -0.116
P: -0.033621 -2.553465 0.242501  0.328
O: -0.636268 -1.098321 0.616762  -0.427
O: 0.847602 -2.376203 -0.932805  -0.222
O: 0.706551 -2.844993 1.599704  -0.155
C: 1.738063 -3.892850 1.805660  -0.587
C: 3.062451 -3.287629 1.370470  -0.024
C: 1.401735 -5.141331 1.008218  -0.015
C: 1.701933 -4.153876 3.297929  -0.013
H: -3.212559 -3.835371 2.745448  0.106
H: -1.918979 -2.656293 2.518530  0.084
H: -1.548373 -4.395595 2.566708  0.083
H: -3.838377 -5.414738 0.808819  0.104
H: -2.141841 -5.866586 0.596816  0.090
H: -3.057081 -5.190530 -0.762920  0.098
H: -4.466202 -2.914582 0.641558  0.106
H: -3.535562 -2.720352 -0.850942  0.089
H: -3.183986 -1.697938 0.552156  0.072
H: 3.031179 -3.033265 0.309977  0.076
H: 3.868801 -4.003177 1.533121  0.102
H: 3.277051 -2.390648 1.959821  0.077
H: 1.392541 -4.941185 -0.065192  0.092
H: 0.435499 -5.547635 1.304927  0.087
H: 2.160287 -5.900848 1.198643  0.106
H: 1.890767 -3.233209 3.852302  0.088
H: 2.468396 -4.881870 3.563948  0.103
H: 0.731580 -4.549923 3.597379  0.088

Forces on atoms 1 to 2 (eV/Å):
0.0 0.4 -0.4
-0.1 -0.2 0.0